DFT (the ωB97M-V functional and the def2-TZVPD basis) results for C24H66N6O10SSr2 as an isolated structure.

The strongest force on any atom comes out at 4.7 eV Å⁻¹. As for the HOMO energy: -12.98 eV. The calculation puts the orbital gap at 6.417 eV. As for the energy above the lowest of the compared OMol25 structures with the same formula, charge and spin: 100.09 kcal/mol. As for the total charge: +2. The total energy comes out at -67870.27627 eV.

Atoms and positions in Å:
Sr -3.00151 -0.88069 -2.04375
Sr -3.18332 -2.02544 2.61601
S -1.52791 -0.38937 0.59583
O -1.31295 1.01988 0.72727
O -0.94885 -0.93684 -0.64319
O -1.10367 -1.20030 1.73714
O -2.95779 -0.62822 0.44622
C 0.45679 0.84025 -5.37432
C -0.92140 0.33101 -4.91058
C -1.53125 -0.61281 -5.92027
O -1.58019 -0.02105 -7.19136
C -1.91289 -0.95527 -8.23328
N -0.86569 -0.27289 -3.57919
H 1.25991 0.10293 -5.24788
H 0.84029 1.72542 -4.86729
H 0.45391 1.00690 -6.45183
H -1.49533 1.25470 -4.82432
H -2.54655 -0.93858 -5.62511
H -0.96541 -1.55480 -6.00072
H -1.96443 -0.26756 -9.08029
H -2.97768 -1.19269 -8.12551
H -1.22218 -1.78736 -8.32245
H -0.28043 0.28528 -2.95515
H -0.38008 -1.16916 -3.64792
C 3.42652 -2.22536 -0.71094
C 2.16588 -3.04178 -0.45512
C 2.53932 -4.51014 -0.12568
O 3.37372 -5.04102 -1.12231
C 3.80899 -6.34918 -0.80170
N 1.40455 -2.48629 0.65445
H 3.96414 -2.49002 -1.61990
H 4.12327 -2.30560 0.13025
H 3.21774 -1.15573 -0.81594
H 1.71263 -3.03172 -1.45635
H 1.55779 -5.00005 -0.17975
H 2.98915 -4.55082 0.86878
H 4.65937 -6.28990 -0.10911
H 4.14529 -6.80433 -1.72975
H 3.06481 -6.95347 -0.27447
H 1.74239 -1.53788 0.78351
H 0.44300 -2.30358 0.39146
C 2.22848 0.49591 5.76485
C 1.91090 -0.46383 4.61296
C 1.80156 -1.90428 5.20444
O 2.90786 -2.75925 4.95785
C 3.07845 -3.02233 3.58792
N 0.60790 -0.17074 3.99568
H 3.12624 0.24209 6.32890
H 1.47724 0.48137 6.56216
H 2.26830 1.55072 5.48414
H 2.71672 -0.43311 3.87960
H 0.91167 -2.47130 4.90341
H 1.80170 -1.78699 6.28896
H 3.82420 -3.81984 3.50164
H 3.38575 -2.16487 2.99229
H 2.23508 -3.55719 3.13149
H 0.53050 0.80868 3.75418
H 0.33645 -0.80459 3.25694
C -2.38275 4.12788 -1.34905
C -3.06398 2.94602 -2.04523
C -3.06493 3.14743 -3.54578
O -4.04316 2.37374 -4.23876
C -4.13159 2.75123 -5.59859
N -2.33649 1.68634 -1.75142
H -3.02153 5.01303 -1.28202
H -1.52442 4.52839 -1.89421
H -2.17057 3.82254 -0.32413
H -4.11970 2.94663 -1.75535
H -2.09742 2.99151 -4.03839
H -3.35304 4.19069 -3.73627
H -3.18995 2.53903 -6.11745
H -4.45890 3.78475 -5.72375
H -4.86312 2.08725 -6.05908
H -2.24259 1.65108 -0.74701
H -1.43114 1.94014 -2.14173
C -1.64751 0.27961 6.61227
C -2.56201 -0.24860 5.47519
C -2.72159 0.82988 4.38364
O -3.65621 0.36718 3.42260
C -4.09876 1.37011 2.50523
N -1.92131 -1.42556 4.85113
H -1.90734 -0.23472 7.53859
H -1.86527 1.32315 6.85013
H -0.60588 0.15971 6.34196
H -3.50498 -0.59547 5.89995
H -1.77232 0.99685 3.86980
H -3.16490 1.73452 4.80899
H -4.89500 1.92656 2.99942
H -4.45884 0.92623 1.57986
H -3.30619 2.04346 2.17362
H -0.95764 -1.12832 4.63597
H -1.82412 -2.15014 5.56060
C 2.45092 3.11959 -1.59657
C 2.09378 1.73329 -1.07434
C 2.33728 1.50348 0.38940
O 3.73079 1.57065 0.62678
C 4.05988 2.19100 1.83965
N 0.71649 1.43641 -1.50164
H 3.48195 3.32573 -1.29366
H 1.80788 3.90015 -1.18520
H 2.48198 3.17447 -2.68267
H 2.70046 1.03923 -1.66590
H 1.94227 0.54743 0.75544
H 1.81856 2.23573 1.02527
H 3.57145 3.16545 1.98511
H 5.11808 2.40182 1.96866
H 3.70751 1.61682 2.70620
H 0.46002 0.48106 -1.22824
H 0.06683 1.97858 -0.94197

Forces on atoms 1 to 6 (eV/Å):
Sr 0.9 1.1 -0.7
Sr 0.4 0.8 0.5
S 2.6 0.5 -0.4
O 0.6 0.5 0.9
O 0.2 -0.3 -0.8
O 0.1 -0.4 1.1

***

DFT (the ωB97M-V functional and the def2-TZVPD basis) results for a 12-piece molecular cluster, C24H66N6O30S6 overall.

The strongest force on any atom comes out at 4.2 eV Å⁻¹. As for the SMILES: CCOS(C)(=O)=O.CCOS(C)(=O)=O.CCOS(C)(=O)=O.CCOS(C)(=O)=O.CCOS(C)(=O)=O.CCOS(C)(=O)=O.C[N+](=O)[O-].C[N+](=O)[O-].C[N+](=O)[O-].C[N+](=O)[O-].C[N+](=O)[O-].C[N+](=O)[O-]. As for the HOMO energy: -10.91 eV. The calculation puts the orbital gap at 10.895 eV. As for the energy above the lowest of the compared OMol25 structures with the same formula, charge and spin: 151.83 kcal/mol. The total energy comes out at -161310.38333 eV.

Atoms and positions in Å:
C -5.40210 4.59742 5.12133
C -6.49987 5.69396 5.00251
O -6.20905 6.54343 6.05832
S -7.19212 7.94866 6.27435
C -8.74857 7.12186 6.83383
O -6.64045 8.60723 7.44110
O -7.38747 8.57842 4.94708
H -5.62844 3.68714 4.56611
H -5.22210 4.41474 6.18073
H -4.42783 4.92211 4.75596
H -6.47349 6.18877 4.03165
H -7.46500 5.21414 5.16494
H -8.56018 6.26664 7.48281
H -9.34299 6.83507 5.96634
H -9.24901 7.96146 7.31624
C 4.76008 6.26366 1.52774
C 5.93417 5.28673 1.60948
O 5.64440 4.28458 0.70819
S 6.88021 3.29348 0.16653
C 7.63465 4.38000 -1.15464
O 7.81242 3.09824 1.30550
O 6.21058 2.20712 -0.48788
H 4.67168 6.76335 0.56307
H 4.77867 7.00836 2.32347
H 3.82630 5.71076 1.63001
H 6.79482 5.92129 1.39804
H 5.98911 4.73500 2.54792
H 8.44799 3.74570 -1.50712
H 8.02611 5.25511 -0.63598
H 6.88833 4.47392 -1.94350
C -5.79958 3.34332 -5.13416
C -6.79405 3.51189 -6.24417
O -6.23125 3.26600 -7.56210
S -7.07357 3.90435 -8.89658
C -8.24111 2.43457 -9.04712
O -7.81650 5.10646 -8.47824
O -6.24119 3.91842 -10.07496
H -5.48367 2.30322 -5.21459
H -6.21428 3.64534 -4.17243
H -4.86575 3.87294 -5.32270
H -7.56635 2.75705 -6.09631
H -7.29438 4.47791 -6.17642
H -9.15367 2.69833 -9.58168
H -8.51284 1.98683 -8.09119
H -7.77778 1.61409 -9.59509
C -3.83093 -2.95242 -8.59311
C -4.27411 -3.03543 -7.13386
O -4.83216 -4.31901 -6.76956
S -6.16030 -4.33108 -5.69129
C -5.29887 -4.81516 -4.15108
O -6.67662 -2.95688 -5.44135
O -7.00782 -5.46598 -6.06438
H -4.63153 -2.93315 -9.33254
H -3.22701 -3.82897 -8.82772
H -3.19780 -2.06540 -8.61440
H -3.50266 -2.73697 -6.42402
H -5.11415 -2.34629 -7.04718
H -4.58448 -4.01204 -3.97007
H -4.77925 -5.74021 -4.40087
H -5.98122 -4.96142 -3.31377
C 2.49890 -3.93664 -5.21378
C 2.86619 -5.16529 -4.31525
O 1.72153 -5.92132 -3.79778
S 1.77149 -7.60089 -3.87289
C 1.18765 -7.76936 -5.62286
O 3.17211 -8.04020 -3.80142
O 0.81332 -8.11318 -2.88090
H 1.93561 -4.27946 -6.08170
H 3.41729 -3.41653 -5.48607
H 1.86386 -3.19422 -4.73042
H 3.58981 -5.74270 -4.89064
H 3.56621 -4.80323 -3.56227
H 2.00770 -7.42698 -6.25404
H 0.26741 -7.22005 -5.82162
H 1.09899 -8.85508 -5.66108
C 8.79693 -5.56238 0.99584
C 9.39421 -6.70264 0.09556
O 10.64679 -7.03761 0.61831
S 11.79114 -7.57214 -0.43333
C 12.72748 -6.00289 -0.92133
O 12.76886 -8.40656 0.24907
O 11.13392 -8.04823 -1.63689
H 9.29691 -4.61478 0.79537
H 9.02684 -5.81189 2.03169
H 7.72883 -5.37581 0.88427
H 8.71850 -7.55467 0.17027
H 9.39816 -6.38756 -0.94789
H 13.13256 -6.26749 -1.89806
H 13.49023 -5.85769 -0.15633
H 12.04500 -5.15385 -0.95923
C 0.78050 -1.99074 10.69362
N 0.82714 -0.73103 9.83242
O 1.61294 -0.69883 8.90003
O -0.07575 0.06042 10.09343
H 1.38684 -1.81460 11.58212
H 1.36163 -2.82185 10.29411
H -0.21971 -2.24554 11.04399
C 1.81361 5.93999 -5.49682
N 2.23860 7.03695 -4.56920
O 3.45101 7.15259 -4.40828
O 1.46407 7.78084 -4.07606
H 0.75703 6.07580 -5.72768
H 2.06399 5.00204 -5.00118
H 2.45784 6.12481 -6.35642
C 0.45363 -6.50502 3.40211
N 1.11490 -7.67005 4.10885
O 0.47111 -8.65363 4.27538
O 2.28903 -7.51836 4.49819
H 0.92524 -5.57765 3.72718
H -0.59447 -6.62067 3.67821
H 0.81764 -6.66014 2.38646
C -0.16912 8.39413 7.95475
N 0.56483 7.23483 8.38064
O 0.93534 6.43811 7.56283
O 0.91482 7.20971 9.52396
H -1.12251 8.49042 8.47425
H -0.39037 8.23067 6.90004
H 0.42927 9.26350 8.22722
C 1.12655 0.66466 1.99647
N 0.42815 0.80477 0.64573
O -0.17250 -0.16653 0.26301
O 0.50660 1.81853 0.08539
H 1.43858 1.64297 2.36203
H 1.98293 0.00891 1.83924
H 0.44530 0.06474 2.59989
C -5.60423 -2.15906 8.00052
N -4.55178 -2.88798 7.25700
O -4.07796 -3.87446 7.74874
O -4.14513 -2.38571 6.22788
H -6.06557 -2.92681 8.62169
H -6.28611 -1.70600 7.28089
H -5.14435 -1.33206 8.54150

Forces on atoms 1 to 6 (eV/Å):
C 0.1 0.5 -0.2
C 0.8 -1.9 -0.7
O -0.9 3.6 1.5
S 0.3 -1.9 -1.2
C 0.5 1.1 -0.9
O -0.4 -0.5 -1.8